Entry 1:
Below is the molecule C8H12N2O2, with properties calculated with wB97M-V/def2-TZVPD.

The value obtained for the HOMO-LUMO gap is 0.338 Ha. The value obtained for the LUMO energy is 0.0 eV. As for the multiplicity: 1. As for the structure (SMILES): CN1[C@@H]2CC=C[C@@]1([N+](=O)[O-])CC2.

XYZ file:
```
24
C8H12N2O2 (wB97M-V/def2-TZVPD)
C 0.746 2.045 -0.161
C -0.525 1.748 -0.331
C 1.682 1.127 0.619
C 1.141 -0.719 -1.039
C -0.406 -0.481 -1.383
C 1.205 -0.314 0.501
C -0.894 0.300 -0.183
C -0.594 -1.580 1.344
N -0.187 -0.296 0.969
N -2.343 0.090 -0.083
O -2.966 0.892 0.604
O -2.846 -0.906 -0.622
H 1.027 3.104 -0.303
H -1.092 2.594 -0.671
H 2.705 1.146 0.349
H 1.503 1.515 1.745
H 1.547 -1.661 -1.092
H 1.804 -0.114 -1.710
H -0.338 -0.142 -2.384
H -1.014 -1.502 -1.476
H 1.873 -1.122 0.891
H -1.769 -1.584 1.468
H -0.199 -2.276 0.699
H -0.062 -1.861 2.247
```

***

Entry 2:
Below is the ion C8H12N2O3PS with charge -1, with properties calculated with wB97M-V/def2-TZVPD.

The value obtained for the HOMO-LUMO gap is 0.337 Ha. The value obtained for the LUMO energy is 3.1 eV. As for the multiplicity: 1. As for the structure (SMILES): N#CCCC(CP)(CCC#N)S(=O)(=O)[O-]. Its net charge is -1.

XYZ file:
```
27
C8H12N2O3PS (wB97M-V/def2-TZVPD)
C -0.516 2.323 2.527
C 2.706 -2.861 -0.208
C -0.905 1.435 1.441
C 1.887 -1.795 0.325
C 0.356 0.723 0.935
C 0.999 -1.117 -0.800
C -1.378 0.175 -1.036
C -0.082 -0.432 -0.005
N -0.151 3.048 3.341
N 3.400 -3.687 -0.622
O -0.329 -1.754 2.351
O -2.352 -1.025 1.358
O -1.204 -2.922 0.339
P -1.046 1.787 -1.999
S -1.040 -1.641 1.094
H -1.557 0.545 1.663
H -1.357 1.958 0.670
H 2.595 -0.905 0.500
H 1.338 -2.012 1.273
H 0.784 0.281 1.760
H 1.001 1.385 0.426
H 1.499 -0.351 -1.374
H 0.612 -1.832 -1.537
H -2.366 0.381 -0.328
H -1.659 -0.724 -1.659
H 0.343 1.672 -2.009
H -1.075 2.729 -0.930
```

***

Entry 3:
Below is a structure of composition C8H12N2O3SSr, with properties calculated with wB97M-V/def2-TZVPD.

The value obtained for the HOMO-LUMO gap is 0.291 Ha. The value obtained for the LUMO energy is -7.9 eV. As for the multiplicity: 1. Its net charge is +2.

XYZ file:
```
27
C8H12N2O3SSr (wB97M-V/def2-TZVPD)
O -4.615 -3.313 -0.114
C -3.570 -2.901 -0.364
Sr -0.989 -2.031 -0.949
C -1.299 -2.491 -3.597
C 0.304 -4.456 -0.919
O -1.376 -2.568 -4.742
O 0.810 -5.486 -0.858
C -1.965 1.747 0.986
N -0.519 1.539 1.006
C 0.101 1.526 2.339
C 0.077 1.027 -0.103
S -0.904 0.702 -1.504
N 1.425 0.761 -0.071
C 2.364 1.695 0.549
C 2.013 -0.199 -1.016
H -2.238 2.239 1.925
H -2.520 0.798 0.893
H -2.225 2.392 0.143
H 0.736 0.641 2.499
H 0.681 2.446 2.506
H -0.706 1.516 3.085
H 2.708 1.294 1.516
H 3.231 1.781 -0.124
H 1.929 2.695 0.685
H 1.987 -1.217 -0.582
H 1.497 -0.200 -1.987
H 3.062 0.063 -1.200
```

***

Entry 4:
Below is a structure of composition C8H12N2PZn, with properties calculated with wB97M-V/def2-TZVPD.

The value obtained for the HOMO-LUMO gap (spin up / spin down) is 0.093 / 0.093 Ha. The value obtained for the LUMO energy (spin up / spin down) is 2.8 / 2.8 eV. As for the multiplicity: 1. Its net charge is -1.

XYZ file:
```
24
C8H12N2PZn (wB97M-V/def2-TZVPD)
C 0.966 -1.055 -1.783
C 0.932 -2.436 -1.309
C -0.406 -2.867 -1.506
C -1.083 -1.781 -2.223
C -0.160 -0.743 -2.555
Zn -0.809 -1.265 -0.245
P 2.620 1.590 0.256
H 1.635 -0.352 -1.326
H 1.826 -3.062 -1.162
H -0.770 -3.887 -1.461
H -0.343 0.026 -3.334
H -2.047 -1.887 -2.679
H 2.739 2.895 -0.316
H 3.972 1.263 0.023
H 2.849 2.001 1.605
N -0.985 2.203 1.973
C -1.761 1.477 2.890
C -1.932 0.232 2.339
N -1.287 0.186 1.093
C -0.754 1.404 0.899
H -0.564 3.118 2.176
H -2.115 1.904 3.825
H -2.387 -0.651 2.782
H -0.135 1.689 0.038
```

***

Entry 5:
Below is the molecule C8H12N2Si, with properties calculated with wB97M-V/def2-TZVPD.

The value obtained for the HOMO-LUMO gap is 0.283 Ha. The value obtained for the LUMO energy is 0.0 eV. As for the multiplicity: 1.

XYZ file:
```
23
C8H12N2Si (wB97M-V/def2-TZVPD)
C 3.452 1.283 -0.007
C 2.476 1.417 0.663
C -1.365 1.490 1.138
C 1.245 1.610 1.230
C -0.689 0.888 0.206
C 0.203 -1.805 0.582
C 0.440 -0.494 -2.305
C -2.404 -1.280 -0.830
N -0.780 2.174 2.131
N 0.531 2.214 2.045
Si -0.616 -0.722 -0.693
H 4.400 1.088 -0.373
H -2.449 1.304 1.353
H 0.924 -2.345 -0.032
H 0.711 -1.138 1.227
H -0.454 -2.466 0.994
H 1.342 -0.072 -1.895
H 0.763 -1.558 -2.634
H -0.178 -0.005 -3.042
H -3.010 -0.776 -0.142
H -2.916 -1.135 -1.798
H -2.573 -2.373 -0.679
H 0.945 2.701 2.860
```

***

Entry 6:
Below is the ion C8H12N3O2 with charge +1, with properties calculated with wB97M-V/def2-TZVPD.

The value obtained for the HOMO-LUMO gap is 0.293 Ha. The value obtained for the LUMO energy is -4.5 eV. As for the multiplicity: 1. As for the structure (SMILES): C=[N+](C)N1C=C2CCOC2=N[C@@H]1O. Its net charge is +1.

XYZ file:
```
25
C8H12N3O2 (wB97M-V/def2-TZVPD)
C -0.344 -0.711 0.010
C -1.651 -0.395 -0.082
C -2.009 1.022 -0.064
C 2.478 -0.791 -0.937
C -2.919 -1.173 -0.173
C -3.985 -0.055 -0.127
C 0.215 1.691 0.112
C 3.067 0.864 0.716
N -1.162 1.973 -0.001
N 0.523 0.273 0.351
N 2.204 0.050 -0.045
O -3.304 1.204 -0.157
O 0.894 2.078 -1.054
H 0.018 -1.730 0.035
H 1.695 -1.306 -1.474
H 3.505 -1.014 -1.203
H -2.978 -1.749 -1.099
H -3.030 -1.863 0.664
H -4.667 -0.079 -0.979
H -4.575 -0.084 0.794
H 0.610 2.251 0.978
H 4.098 0.528 0.595
H 2.782 0.833 1.766
H 2.986 1.896 0.363
H 0.388 2.781 -1.481
```

***

Entry 7:
Below is a structure of composition C8H12N4O4SZn, with properties calculated with wB97M-V/def2-TZVPD.

The value obtained for the HOMO-LUMO gap is 0.055 Ha. The value obtained for the LUMO energy is -6.0 eV. As for the multiplicity: 1.

XYZ file:
```
30
C8H12N4O4SZn (wB97M-V/def2-TZVPD)
Zn 0.737 -1.793 0.423
S 2.131 -5.792 0.443
O 1.485 -6.979 0.931
O 3.423 -6.083 -0.132
O 1.277 -5.045 -0.474
O 2.205 -4.722 1.452
C -6.892 -1.946 1.805
C -5.419 -2.039 1.687
N -4.245 -2.210 1.583
H -7.428 -2.895 1.797
H -7.277 -1.261 1.050
H -7.233 -1.535 2.755
C 6.734 1.935 -2.222
C 5.635 1.126 -1.778
N 4.732 0.531 -1.391
H 6.291 2.694 -2.866
H 7.538 1.386 -2.712
H 7.147 2.295 -1.279
C 0.415 4.129 5.330
C 0.357 3.029 4.376
N 0.337 2.120 3.646
H -0.334 4.845 4.991
H 1.400 4.581 5.444
H -0.003 3.771 6.271
C -2.361 1.863 -5.630
C -1.832 1.264 -4.336
N -1.381 0.733 -3.411
H -3.325 1.400 -5.842
H -1.590 1.661 -6.374
H -2.523 2.937 -5.537
```

***

Entry 8:
Below is a cluster of 2 separate species, C8H12NO2 in total, with properties calculated with wB97M-V/def2-TZVPD.

The value obtained for the HOMO-LUMO gap (spin up / spin down) is 0.280 / 0.319 Ha. The value obtained for the LUMO energy (spin up / spin down) is -4.4 / -3.6 eV. As for the multiplicity: 1. Its net charge is +1.

XYZ file:
```
23
C8H12NO2 (wB97M-V/def2-TZVPD)
C -1.739 -0.194 -2.746
C -0.383 -0.066 -2.982
C -2.207 -0.317 -1.501
C 0.445 -0.166 -1.913
C -1.367 -0.335 -0.304
C -0.075 -0.274 -0.664
C -2.089 -0.053 0.982
C 1.828 -0.136 1.341
N 1.673 1.207 1.996
O 1.547 -1.075 2.317
O 2.871 -0.162 0.519
H -2.384 -0.247 -3.690
H -0.138 0.030 -3.998
H -3.263 -0.313 -1.493
H 1.606 -0.079 -1.958
H -2.949 -0.700 1.267
H -1.391 -0.282 1.743
H -2.442 0.953 1.097
H 1.630 1.917 1.187
H 2.328 1.356 2.777
H 0.777 1.276 2.478
H 2.073 -1.834 2.535
H 3.649 -0.507 1.010
```

***

Entry 9:
Below is the ion C8H12NOS with charge +1, with properties calculated with wB97M-V/def2-TZVPD.

The value obtained for the HOMO-LUMO gap is 0.335 Ha. The value obtained for the LUMO energy is -3.6 eV. As for the multiplicity: 1. As for the structure (SMILES): C[C@@]1(O)Cc2ccsc2[C@H]1[NH3+]. Its net charge is +1.

XYZ file:
```
23
C8H12NOS (wB97M-V/def2-TZVPD)
C -2.413 -1.516 0.514
C -3.326 -0.531 0.339
C -1.136 -0.960 0.190
C -1.201 0.287 -0.241
C 0.341 -1.460 0.185
C 0.113 0.903 -0.588
C 1.115 -0.330 -0.485
C 2.358 -0.109 0.463
N 0.441 2.151 0.207
O 1.720 -0.431 -1.691
S -2.752 0.970 -0.194
H -2.454 -2.420 0.980
H -4.419 -0.683 0.461
H 0.685 -1.576 1.200
H 0.411 -2.385 -0.342
H -0.008 1.283 -1.668
H 3.065 0.514 -0.020
H 2.865 -1.045 0.716
H 1.979 0.298 1.431
H -0.388 2.801 0.184
H 1.199 2.780 -0.250
H 0.670 2.130 1.155
H 1.136 -0.673 -2.546
```

***

Entry 10:
Below is the molecule C8H12O, with properties calculated with wB97M-V/def2-TZVPD.

The value obtained for the HOMO-LUMO gap is 0.352 Ha. The value obtained for the LUMO energy is 0.9 eV. As for the multiplicity: 1. As for the structure (SMILES): O[C@]12CCC3(CC3)[C@@H]1C2.

XYZ file:
```
21
C8H12O (wB97M-V/def2-TZVPD)
C 1.320 0.082 -0.047
C 1.092 1.467 -0.503
C -0.499 1.435 0.072
C -0.854 -0.112 -0.166
C -1.783 -0.599 0.801
C -2.345 -0.418 -0.593
C 0.413 -0.773 -0.807
C 1.879 -1.349 -0.417
H 1.748 -0.301 1.576
H 1.633 2.373 0.109
H 0.713 1.951 -1.687
H -1.046 2.386 -0.376
H -0.351 1.526 1.260
H -1.902 -1.629 1.213
H -2.162 0.267 1.204
H -2.844 -1.173 -1.255
H -3.111 0.511 -0.591
H 0.286 -0.606 -1.967
H 2.725 -1.658 -1.030
H 1.617 -1.599 0.851
O 0.919 -0.055 1.332
```

***

Result set for electronic energy: -571.83752; -1386.81797; -1075.60807; -2542.02411; -710.79412; -626.42929; -3009.21087; -516.84301; -839.92132; -386.89819 hartree, one per record in the order listed.